# 1
C14H52N12O12 | the ωB97M-V functional and the def2-TZVPD basis

Structure (XYZ):
```
90
Properties=species:S:1:pos:R:3:forces:R:3:mulliken_charge:R:1
C 1.445 0.810 3.008 0.301 1.043 -0.080 0.68
O 0.558 0.325 3.727 0.867 0.184 -0.421 -0.73
N 1.561 0.547 1.649 1.741 -0.420 0.737 0.29
N 2.317 1.815 3.442 -2.327 -2.945 -0.109 -0.33
H 2.491 0.875 1.324 -0.895 -0.443 -0.307 0.11
H 1.363 -0.414 1.344 -0.017 0.750 0.254 -0.30
H 2.180 2.071 4.380 0.058 0.671 0.997 0.24
H 2.878 2.303 2.811 0.999 0.885 -0.963 0.12
C 0.672 -3.781 0.344 -0.701 -2.254 -1.133 0.11
O 1.113 -4.664 -0.420 0.519 0.447 0.396 -0.76
N -0.136 -4.140 1.367 -0.786 -2.131 0.684 -0.14
N 0.818 -2.488 0.084 -0.258 0.878 1.306 0.43
H -0.329 -5.158 1.493 0.692 1.439 -0.437 0.27
H -0.394 -3.567 2.148 0.072 0.791 0.076 0.26
H 1.382 -2.234 -0.673 0.736 0.373 -1.075 0.02
H 0.206 -1.799 0.476 -0.284 0.174 0.035 -0.35
C 4.173 -2.889 -0.428 0.903 0.343 3.057 0.68
O 4.709 -1.858 0.052 -0.712 -1.589 -1.253 -0.67
N 3.475 -2.932 -1.546 -0.444 -0.166 -1.323 -0.34
N 4.185 -4.130 0.220 -1.594 -0.579 -3.338 -0.60
H 3.061 -3.755 -1.945 0.005 -0.175 0.329 0.23
H 3.416 -2.099 -2.052 -0.101 1.307 -0.925 0.12
H 4.266 -4.102 1.161 0.985 0.603 3.561 0.28
H 3.316 -4.679 0.047 0.864 0.518 -0.323 0.27
C 0.516 3.998 -2.001 -1.087 -1.310 -0.183 0.47
O 1.647 3.984 -1.561 2.553 -1.001 -0.073 -0.72
N -0.044 3.071 -2.870 0.309 2.119 1.019 -0.41
N -0.306 4.917 -1.465 -0.822 0.869 -0.344 -0.31
H 0.485 2.208 -2.910 -0.696 -0.033 -0.264 0.12
H -1.066 3.233 -2.969 0.825 -1.196 -0.024 0.43
H -1.092 5.151 -2.015 -1.359 0.042 -0.292 0.23
H 0.169 5.742 -1.169 0.456 0.289 0.414 0.23
C -1.783 2.351 1.207 2.407 3.082 -3.084 0.25
O -2.541 2.978 0.435 -0.239 -0.809 0.841 -0.87
N -2.144 1.459 2.085 -1.998 -2.515 3.520 0.16
N -0.394 2.604 1.118 -1.987 -0.417 1.131 -0.29
H -3.159 1.220 2.319 2.126 0.976 -0.797 -0.07
H -1.525 1.249 2.894 -0.463 0.192 -1.157 0.14
H -0.064 3.287 0.451 -0.300 -0.316 0.048 0.15
H 0.208 1.871 1.471 0.065 0.394 -0.699 0.46
C 3.469 0.925 -2.287 1.224 0.061 -0.803 0.49
O 2.506 0.400 -1.751 0.176 0.147 0.196 -0.66
N 4.755 0.381 -2.288 -1.188 0.474 -0.243 -0.41
N 3.426 2.054 -3.094 -1.146 -0.871 0.736 -0.41
H 5.493 0.919 -2.724 -0.107 -0.324 0.414 0.20
H 4.985 -0.254 -1.553 0.154 -0.647 0.543 0.18
H 4.334 2.248 -3.399 1.141 0.958 -0.700 0.23
H 2.909 2.853 -2.753 -0.408 0.044 0.149 0.18
C -5.472 0.249 3.394 0.300 -0.867 0.467 -0.59
O -4.349 0.799 4.064 0.665 0.068 -0.977 -0.54
H -5.898 -0.490 4.065 -0.117 -0.716 -0.324 0.30
H -6.252 0.969 3.289 -0.468 0.792 -0.674 0.28
H -5.146 -0.202 2.429 -0.312 0.406 0.758 0.22
H -4.603 1.005 4.952 -0.136 0.240 0.690 0.28
C -4.228 3.416 -2.269 -1.256 0.036 0.916 -0.67
O -2.873 3.752 -2.089 0.189 -0.127 -0.578 -0.51
H -4.564 3.446 -3.316 0.464 0.506 0.227 0.28
H -4.423 2.359 -1.973 0.068 0.648 0.177 0.20
H -4.853 4.129 -1.623 0.463 -1.126 -1.008 0.23
H -2.666 3.480 -1.168 0.245 0.078 0.153 0.56
C 4.838 3.341 0.091 -1.454 0.734 -0.868 -0.67
O 3.639 2.764 0.582 -1.437 -0.200 0.361 -0.44
H 4.480 4.033 -0.679 0.746 0.505 0.169 0.24
H 5.409 3.831 0.878 -0.031 -0.050 -0.078 0.27
H 5.390 2.598 -0.438 0.794 -0.669 -0.052 0.24
H 2.859 3.114 0.075 1.085 -0.345 0.471 0.32
C -1.865 -1.882 3.845 -2.389 -0.880 2.166 -0.53
O -0.786 -1.997 3.034 2.171 1.607 -0.943 -0.52
H -1.616 -2.084 4.916 -0.085 -0.128 -0.518 0.30
H -2.402 -0.931 3.890 0.318 0.334 -0.546 0.05
H -2.621 -2.624 3.525 0.286 0.202 0.240 0.32
H -0.223 -1.184 3.215 -0.323 -0.890 -0.241 0.27
C -2.003 -5.392 -2.861 0.314 1.105 1.166 -1.19
C -2.181 -4.034 -2.059 1.200 -0.566 1.256 0.56
O -2.691 -4.236 -0.705 -1.419 0.237 -1.642 -0.57
H -2.378 -5.253 -3.862 -0.262 -0.141 -0.365 0.34
H -2.517 -6.244 -2.358 0.393 0.772 -0.348 0.29
H -0.923 -5.566 -2.940 -0.286 -0.380 0.102 0.28
H -2.825 -3.330 -2.597 -0.258 -0.296 0.380 0.37
H -1.208 -3.486 -1.903 -0.689 -0.767 -0.639 -0.35
H -2.019 -4.370 -0.053 1.043 0.016 0.138 0.32
C -2.299 -0.395 -0.789 -1.910 -0.848 -0.256 -0.80
C -1.057 -0.410 -1.607 0.229 -1.380 -1.520 0.13
O -0.098 0.149 -0.784 1.986 0.729 0.497 0.35
H -2.699 0.601 -0.607 0.381 0.172 0.115 -0.03
H -2.074 -0.893 0.146 -0.001 0.096 0.448 0.00
H -3.167 -0.967 -1.198 0.803 0.211 -0.134 0.44
H -1.137 0.138 -2.552 -0.233 0.148 0.014 0.46
H -0.779 -1.480 -1.922 -0.358 1.231 0.504 -0.11
H 0.765 0.372 -1.222 -0.973 -0.407 0.206 -0.02
```
Forces are in eV/Å.

Output
Spin multiplicity   1

# 2
C12H25NOS | the ωB97M-V functional and the def2-TZVPD basis

Structure (XYZ):
```
40
Properties=species:S:1:pos:R:3:forces:R:3:nbo_charge:R:1
C 3.935 0.590 -1.422 -2.196 -5.682 -0.224 -0.60
C 2.432 0.578 -0.614 0.051 1.981 -1.787 -0.42
C 2.446 1.468 0.764 4.827 -0.948 -3.937 -0.39
C 1.087 1.956 1.179 -0.216 -1.910 -4.718 -0.44
C 0.216 2.764 0.156 0.075 1.260 -3.275 -0.42
C -1.213 2.966 0.624 -1.138 -0.840 2.594 -0.43
C -2.109 1.658 0.570 -2.411 0.367 1.670 -0.40
C -2.188 1.343 -0.914 0.460 -4.203 2.084 -0.44
C -3.080 0.084 -1.230 -1.246 4.464 -4.104 -0.41
C -2.509 -1.255 -0.801 -2.853 1.229 2.640 -0.25
C -0.288 -2.028 0.057 -2.791 2.209 -1.820 0.40
C 2.021 -2.367 0.174 4.874 -1.793 -1.652 -0.33
H 4.823 -0.255 -1.059 -2.919 2.049 -1.111 0.19
H 3.652 0.482 -2.566 1.021 -0.036 2.376 0.21
H 4.399 1.468 -1.256 1.233 3.167 0.433 0.19
H 1.798 1.186 -1.392 0.882 -1.362 1.371 0.20
H 1.924 -0.445 -0.402 1.236 2.734 -1.114 0.21
H 3.570 2.054 0.587 -3.602 -0.735 1.148 0.19
H 2.662 0.578 1.326 0.645 0.320 1.668 0.19
H 0.767 0.881 1.047 -1.445 1.132 1.456 0.23
H 1.186 2.359 2.114 -0.650 0.838 2.518 0.22
H 0.724 3.853 -0.232 -1.296 -3.082 1.191 0.21
H -0.143 2.149 -0.843 2.619 1.529 2.119 0.22
H -1.830 3.760 0.146 0.874 -0.384 0.146 0.21
H -1.191 3.123 1.701 -0.021 0.927 0.230 0.20
H -3.219 1.968 0.890 2.248 -0.400 -0.290 0.19
H -1.862 0.749 1.356 -0.088 2.263 -2.329 0.23
H -2.312 2.255 -1.427 -0.416 0.615 -1.106 0.22
H -1.217 0.908 -0.986 1.103 0.153 -1.385 0.20
H -4.086 0.563 -0.920 0.943 -2.312 0.440 0.23
H -3.294 0.146 -2.406 0.815 -0.491 2.056 0.19
H -2.702 -1.173 0.277 -0.106 -1.063 -0.019 0.24
H -3.047 -2.031 -1.268 -1.288 -0.920 -0.186 0.20
H -0.781 -1.475 -1.926 -0.479 -0.369 2.394 0.40
H 2.568 -1.483 0.728 -1.860 -1.723 -1.058 0.22
H 2.297 -3.320 0.742 -2.038 1.068 -0.193 0.23
H 2.639 -2.649 -0.764 0.204 1.026 1.668 0.21
N -1.174 -1.559 -0.927 3.888 -0.003 -1.771 -0.60
O 0.849 -2.171 -0.615 0.426 -0.787 2.506 -0.51
S -0.649 -2.119 1.668 0.635 -0.289 -0.628 -0.19
```
Forces are in eV/Å.

Output
Spin multiplicity   1

| no. | HOMO-LUMO gap (eV) | E_HOMO (hartree) | LUMO (eV) |
| --- | --- | --- | --- |
| 1 | 9.8 | -0.339 | 0.55 |
| 2 | 9.7 | -0.328 | 0.74 |